Entry 1:
52
Properties=species:S:1:pos:R:3:mulliken_charge:R:1 method="wB97M-V/def2-TZVPD" homo_ev=-9.260 energy_ev=-49101.659 homo_lumo_gap_ev=8.82 lumo_energy_ev=-0.44 e_above_lowest_ev=0.3034 max_force_ev_per_a=0.27
Sn -3.81882 0.01515 -0.09942 0.960
O -0.86507 -0.43986 2.64493 -0.659
C -1.75777 0.16670 2.09714 0.587
O -2.84139 -0.41807 1.64256 -0.730
C -1.64393 1.66858 1.93959 0.536
C -0.68181 2.27709 2.73256 -0.542
C -0.45595 3.63608 2.66768 -0.446
C -1.15651 4.43488 1.78302 -0.562
C -2.07583 3.82377 0.97166 0.222
C -2.40243 2.44873 1.02934 0.572
O -3.35099 2.00924 0.24218 -0.962
N -2.73374 4.66922 -0.03322 0.941
O -2.60528 4.34827 -1.20031 -0.551
O -3.32293 5.65220 0.35508 -0.581
N 0.55962 4.24964 3.52551 1.039
O 0.73706 5.44693 3.41428 -0.636
O 1.16755 3.52845 4.28905 -0.617
H -0.10954 1.65816 3.40795 0.665
H -0.97237 5.49783 1.72353 0.566
C 3.76031 -1.15190 0.89123 -1.075
C 2.37525 -1.77420 0.98734 -0.360
N 2.09621 -2.71326 -0.09683 0.251
C 2.80206 -3.99542 -0.08740 -0.805
C 3.81484 -4.11368 -1.21718 -1.096
C 1.09145 -2.57514 -0.98798 0.062
O 0.73023 -3.46708 -1.74130 -0.662
C 0.41523 -1.23256 -1.08364 -0.451
C 1.06863 -0.09528 -1.54117 0.145
C 0.35339 1.08024 -1.69659 -1.026
C -0.98774 1.10023 -1.36146 -0.666
N -1.61098 0.00419 -0.91536 0.093
C -0.93450 -1.13930 -0.79988 0.187
H 3.91954 -0.47331 1.72958 0.417
H 3.87306 -0.58590 -0.03507 0.223
H 4.54139 -1.91246 0.92110 0.308
H 1.60992 -1.00105 0.99530 0.146
H 2.27373 -2.31521 1.93112 0.382
H 2.06322 -4.79279 -0.16942 0.412
H 3.29208 -4.08488 0.88237 0.427
H 3.31167 -4.03387 -2.17999 0.295
H 4.31545 -5.08165 -1.17340 0.393
H 4.57256 -3.33189 -1.15031 0.276
H 2.12487 -0.13895 -1.77679 0.571
H 0.82572 1.98412 -2.05480 0.534
H -1.57591 2.00766 -1.43303 0.778
H -1.49020 -1.99941 -0.44612 0.410
N -3.51138 -0.74479 -3.39995 -0.407
N -3.39310 -1.97360 -2.68688 -0.428
H -3.62326 -0.88901 -4.39754 0.264
H -2.66111 -0.21840 -3.24870 0.120
H -2.79500 -2.63471 -3.17500 0.231
H -4.31748 -2.37971 -2.61537 0.248

=====

Entry 2:
75
Properties=species:S:1:pos:R:3:mulliken_charge:R:1 method="wB97M-V/def2-TZVPD" homo_ev=-8.017 energy_ev=-37832.845 homo_lumo_gap_ev=8.25 lumo_energy_ev=0.23 e_above_lowest_ev=17.8903 max_force_ev_per_a=10.65
O 2.92054 -0.83226 0.29965 -1.015
H 2.39647 -0.92269 1.09552 0.145
H 2.78204 0.07348 0.02273 0.413
O 2.47829 1.45981 -0.09620 -0.792
H 2.88738 1.98130 0.59441 0.274
H 1.78677 2.02272 -0.44428 0.170
O -0.74260 2.50241 -2.20330 -0.210
H -0.67245 1.59365 -2.49564 0.955
H -1.58870 2.79801 -2.53943 0.342
O 2.10865 -1.35729 2.16431 -0.512
H 2.40060 -1.10484 3.04024 0.303
H 2.11254 -2.31440 2.17660 0.381
C -2.28130 1.81035 -0.03987 1.206
C -3.80739 1.64841 0.02875 -1.003
O -4.29279 2.38293 -1.10605 -0.560
H -1.93238 1.54957 0.95930 -0.290
H -2.02291 2.86120 -0.17036 0.411
H -1.73315 1.25285 -0.79936 -0.344
H -4.29250 2.13767 0.87338 0.351
H -4.13741 0.61159 -0.03601 0.424
H -5.07328 1.86386 -1.31346 0.341
C -0.24492 0.94693 2.96321 -0.425
C 1.12901 1.23823 3.30148 -0.588
O 1.77792 1.70382 2.13511 -0.478
H -0.76416 0.50216 3.81213 0.508
H -0.43937 0.25604 2.14287 -0.312
H -0.82067 1.87200 2.93366 0.427
H 1.66444 0.35652 3.65361 0.022
H 1.12034 2.03638 4.04375 0.488
H 2.63016 2.03132 2.43180 0.250
C 1.35968 4.41650 -0.77432 -1.304
C 0.65940 3.35119 0.09959 -0.455
O 0.54308 2.21749 -0.73558 -0.619
H 1.26009 5.45282 -0.45146 0.387
H 0.90628 4.35831 -1.76384 0.228
H 2.40603 4.14583 -0.91568 0.301
H -0.34199 3.66885 0.39014 0.529
H 1.20121 3.05261 0.99702 0.105
H -0.20124 2.29277 -1.33717 0.787
C 1.19154 0.25033 -2.94518 -0.198
C -0.03492 -0.65458 -2.97686 -0.291
O -1.29794 0.05935 -2.98910 -0.560
H 1.55704 0.59313 -3.91318 0.335
H 1.99467 -0.35254 -2.52133 0.410
H 0.93589 1.05898 -2.26048 0.330
H 0.05350 -1.49192 -2.28467 0.044
H -0.03771 -1.09811 -3.97254 0.592
H -1.87954 -0.38979 -3.60686 0.369
C 1.34542 -4.60064 -1.47930 -1.333
C 0.76400 -3.93117 -0.23491 1.258
O 1.24359 -4.45575 0.96584 -0.549
H 1.20659 -4.09825 -2.43660 0.302
H 1.08668 -5.65470 -1.57987 0.336
H 2.42961 -4.57792 -1.36921 0.353
H -0.31721 -4.04369 -0.15473 -0.024
H 0.77378 -2.84200 -0.19362 -0.401
H 2.19778 -4.35834 0.92541 0.359
C -0.59892 0.20148 -0.57594 0.384
C 0.60895 -0.47946 0.03541 -2.250
O 0.20119 -1.36898 1.03383 -0.686
H -0.23687 1.13552 -1.00556 -4.292
H -1.39308 0.41343 0.13995 -0.517
H -1.15678 -0.40691 -1.28781 1.200
H 1.24257 0.26956 0.51037 0.953
H 1.19889 -1.04783 -0.68364 1.586
H 0.90330 -1.37109 1.68853 0.468
C -2.33688 -1.99297 0.56452 0.321
C -2.00053 -3.14302 1.54403 -0.962
O -0.80471 -2.78287 2.31353 -0.697
H -2.49052 -1.06669 1.11815 0.040
H -3.15905 -2.21810 -0.11480 0.417
H -1.48154 -1.84500 -0.09472 -0.593
H -1.70034 -4.02678 0.98103 0.288
H -2.84641 -3.40648 2.17898 0.441
H -0.30380 -2.19432 1.74405 1.728

=====

Entry 3:
153
Properties=species:S:1:pos:R:3:mulliken_charge:R:1 method="wB97M-V/def2-TZVPD" homo_ev=-7.926 energy_ev=-88149.222 smiles="CCCCCCCCCCO[C@@H]([C@@](CCCN)(CC(C)C)O[C@@H](N)N=C(C)C)P(=N)(O)O.c1cc[nH]c1.c1cc[nH]c1.c1cc[nH]c1.c1cc[nH]c1.c1cc[nH]c1.c1cc[nH]c1.c1cc[nH]c1" homo_lumo_gap_ev=7.96 lumo_energy_ev=0.04 max_force_ev_per_a=3.02
C 6.32816 -1.05141 1.07532 -1.489
C 5.76373 0.32884 1.37617 0.185
C 5.42109 0.48495 2.86345 -0.630
C 5.53770 1.91125 3.40133 -1.127
C 4.74582 2.93121 2.56028 -0.193
C 3.26006 2.87490 2.89663 -0.536
C 2.46293 3.93600 2.10918 -1.172
C 1.41241 3.24268 1.20412 1.490
C 0.91855 4.17238 0.08120 -1.455
C -0.60708 4.33299 0.00135 -0.665
O -1.35124 3.19834 0.44858 -0.046
C -1.55052 2.20735 -0.56161 -1.635
C -1.73239 0.76803 0.01184 2.164
C -1.44960 -0.13822 -1.22625 -1.260
C -0.04340 -0.71472 -1.37769 -1.381
C 1.06029 0.26729 -1.77191 0.494
N 2.07302 -0.45621 -2.59817 -0.799
C -0.72989 0.55394 1.14098 0.181
C -0.66158 -0.83041 1.86060 0.236
C -0.81496 -0.73125 3.38828 -1.942
C -1.60772 -1.93870 1.39273 -1.816
O -3.09244 0.50393 0.34654 0.200
C -3.72892 1.33507 1.27022 -0.642
N -5.16297 1.08159 1.09037 -0.432
N -3.29791 1.07529 2.65428 0.173
C -3.25694 2.05791 3.47014 0.772
C -4.47601 2.88050 3.85614 -1.424
C -1.99612 2.48977 4.14929 -0.965
P -2.93371 2.82991 -1.63970 0.768
N -2.34191 3.64079 -2.83318 -1.031
O -3.92983 3.76488 -0.78292 -0.585
O -3.76217 1.59849 -2.23717 -0.366
H 6.47626 -1.19502 0.00451 0.390
H 5.67407 -1.85541 1.40975 0.355
H 7.30779 -1.19515 1.53098 0.375
H 6.46358 1.09834 1.05138 0.275
H 4.84464 0.42975 0.79533 -0.043
H 4.42465 0.08273 3.04329 0.240
H 6.11351 -0.14375 3.42734 0.497
H 5.06084 1.91883 4.38233 0.427
H 6.57196 2.23274 3.50236 0.354
H 4.89758 2.74773 1.49583 0.448
H 5.13950 3.92729 2.76579 -0.107
H 3.12233 3.06023 3.95957 0.464
H 2.89644 1.88949 2.60955 0.072
H 1.91134 4.60168 2.77167 0.389
H 3.10525 4.51032 1.44107 0.580
H 0.59484 2.92942 1.84645 -0.440
H 1.90645 2.37666 0.76873 -0.327
H 1.33146 5.16685 0.23704 0.671
H 1.27580 3.78528 -0.87272 0.269
H -0.89176 5.15709 0.65692 0.462
H -0.88046 4.63600 -1.00868 0.331
H -0.69768 2.23890 -1.23686 0.795
H -2.15608 -0.96139 -1.16034 0.054
H -1.65290 0.40606 -2.14653 0.490
H -0.09102 -1.42451 -2.20718 0.747
H 0.30149 -1.28553 -0.51899 0.197
H 1.58305 0.66590 -0.90181 -0.189
H 0.68403 1.07618 -2.39765 0.084
H 2.99418 -0.14341 -2.31164 0.298
H 2.05978 -1.43128 -2.31449 0.268
H 0.25493 0.77925 0.74209 -0.172
H -0.89329 1.30214 1.91040 0.370
H 0.35454 -1.20834 1.72258 0.682
H -0.38705 0.18506 3.78828 0.256
H -1.84744 -0.88151 3.68677 0.346
H -0.23472 -1.54826 3.82101 0.614
H -1.39193 -2.82911 1.98574 0.621
H -2.64887 -1.66695 1.54382 0.196
H -1.46181 -2.23673 0.35807 0.087
H -3.56667 2.38923 1.08546 0.039
H -5.66077 1.91106 0.80309 0.241
H -5.52665 0.71523 1.95608 0.264
H -4.17753 3.74529 4.44482 0.485
H -5.11091 2.24786 4.47020 0.328
H -4.99944 3.26318 2.98145 0.269
H -1.60011 3.31146 3.54488 0.171
H -1.24574 1.70647 4.18215 -0.016
H -2.16558 2.88508 5.14959 0.542
H -2.68999 4.59164 -2.84482 0.259
H -3.45314 4.16858 -0.04482 0.407
H -4.21907 1.97783 -3.00502 0.277
C 9.09261 -1.22985 -1.75573 -0.285
C 9.47903 -1.80759 -2.99644 -0.658
C 9.07509 -0.95568 -3.98801 -0.309
N 8.45592 0.11190 -3.39349 0.064
C 8.46633 -0.04549 -2.03401 -0.605
H 9.25716 -1.63787 -0.77274 0.426
H 9.99562 -2.74102 -3.14231 0.399
H 9.17419 -1.01589 -5.05870 0.385
H 8.05736 0.89531 -3.87587 0.170
H 8.02801 0.69519 -1.38720 0.411
C -6.57975 -3.90727 1.75719 -0.785
C -6.31408 -2.50817 1.86270 -0.773
C -5.62544 -2.13205 0.73581 -0.272
N -5.46930 -3.24658 -0.03422 0.297
C -6.04446 -4.32364 0.56843 -0.588
H -7.10031 -4.52920 2.46636 0.488
H -6.59608 -1.85718 2.67408 0.423
H -5.23632 -1.17862 0.41960 0.510
H -5.00204 -3.27684 -0.91729 0.095
H -6.02130 -5.29227 0.09814 0.552
C -7.69170 -8.44713 2.60053 -0.592
C -8.98667 -8.51489 2.01770 -0.371
C -8.85210 -8.21104 0.68961 -0.574
N -7.52943 -7.96024 0.44823 0.056
C -6.81531 -8.10483 1.60600 -0.281
H -7.43439 -8.62936 3.63036 0.402
H -9.90945 -8.75871 2.51659 0.402
H -9.58072 -8.15137 -0.10026 0.392
H -7.14090 -7.70742 -0.44198 0.224
H -5.74994 -7.95095 1.62071 0.351
C 5.33985 6.63385 5.41487 -0.440
C 4.06247 6.84443 6.00147 -0.465
C 3.15537 6.93870 4.98023 -0.495
N 3.83513 6.79615 3.80161 0.053
C 5.16550 6.60658 4.05712 -0.628
H 6.27753 6.51527 5.93098 0.431
H 3.83679 6.91783 7.05190 0.440
H 2.09024 7.09437 4.99133 0.407
H 3.42083 6.82457 2.88885 0.233
H 5.87043 6.46959 3.25516 0.465
C -4.74961 -1.97305 -5.71168 -0.899
C -4.80402 -2.90902 -4.64513 -0.328
C -4.45698 -2.23677 -3.50281 0.127
N -4.19586 -0.93865 -3.83358 0.245
C -4.37318 -0.76772 -5.17722 -0.300
H -4.96293 -2.16223 -6.75009 0.396
H -5.06749 -3.95188 -4.70824 0.483
H -4.37331 -2.56824 -2.48796 -0.249
H -3.91585 -0.22178 -3.18282 0.402
H -4.21670 0.19243 -5.63917 0.391
C 6.07156 2.22700 -8.34837 -0.334
C 7.16333 2.97921 -7.83539 -0.604
C 7.58412 2.35856 -6.69107 -0.209
N 6.78587 1.26294 -6.49167 0.088
C 5.86460 1.17405 -7.49936 -0.577
H 5.50456 2.43581 -9.23961 0.393
H 7.59029 3.87217 -8.25953 0.380
H 8.37909 2.60153 -6.00599 0.345
H 6.86065 0.61916 -5.72625 0.150
H 5.14513 0.37417 -7.52412 0.373
C -3.48813 -6.85016 -2.69264 -0.691
C -3.54137 -7.78338 -1.62009 -0.476
C -3.18715 -7.11419 -0.47750 -0.664
N -2.92350 -5.81795 -0.81925 0.159
C -3.10572 -5.64461 -2.16582 -0.338
H -3.70509 -7.04243 -3.72991 0.444
H -3.80637 -8.82578 -1.68136 0.444
H -3.10078 -7.44801 0.54227 0.449
H -2.63884 -5.09758 -0.18000 0.177
H -2.94808 -4.68393 -2.62822 0.506

=====

Entry 4:
27
Properties=species:S:1:pos:R:3:mulliken_charge:R:1 method="wB97M-V/def2-TZVPD" homo_ev=-8.716 energy_ev=-37325.126 smiles="O=CCCSS.O.O.O.O.O" homo_lumo_gap_ev=8.88 lumo_energy_ev=0.16 e_above_lowest_ev=1.8370 max_force_ev_per_a=4.11
O -3.10011 0.39669 1.64743 -0.497
C -1.91297 0.48031 1.46308 0.107
C -0.91308 -0.40207 2.22016 -0.020
C 0.39000 0.35983 2.25872 -0.278
S 1.74365 -0.32309 3.23120 -0.080
S 3.14349 -1.05697 1.96434 -0.187
H -1.47429 1.17429 0.68241 0.223
H -1.51212 -0.73360 3.10062 0.303
H -0.72150 -1.26253 1.62695 0.128
H 0.79648 0.52637 1.24206 -0.315
H 0.26940 1.46925 2.50720 0.404
H 2.55181 -2.13296 1.39517 0.151
O -0.89291 1.96105 -3.16923 -0.676
H -1.46548 1.83981 -2.47313 0.325
H -0.82161 1.09287 -3.58143 0.300
O 0.68144 -3.54422 -0.19271 -0.581
H 0.11142 -3.99569 0.35301 0.291
H 0.49325 -3.56134 -1.14928 0.303
O -0.94136 -0.90704 -2.31388 -0.631
H -1.54579 -1.61702 -1.94222 0.322
H -0.37583 -0.69970 -1.57046 0.360
O 1.22211 0.18436 -0.83759 -0.605
H 1.84264 0.32627 -1.55973 0.249
H 0.76021 0.96721 -0.47352 0.391
O 0.82885 2.93904 -1.34128 -0.701
H 0.30938 2.70941 -2.13122 0.415
H 0.53292 3.80949 -0.95664 0.296

=====

Entry 5:
17
Properties=species:S:1:pos:R:3:mulliken_charge:R:1 method="wB97M-V/def2-TZVPD" homo_ev=-9.420 energy_ev=-150967.112 homo_lumo_gap_ev=9.76 lumo_energy_ev=0.34 e_above_lowest_ev=0.0000 max_force_ev_per_a=4.09
C 0.43579 0.64629 -2.11033 0.420
C -0.17262 0.58352 0.84037 -0.648
C 0.41254 -0.47430 -1.13044 -0.458
C -1.38744 -0.38344 0.68021 -0.483
C -1.53032 -0.83846 -0.73000 -0.164
N 0.86063 -0.11636 0.18524 -0.386
O 1.48255 1.52078 -1.94364 -0.474
O -0.34444 0.88232 -3.01979 -0.566
Br -3.03869 0.59445 1.27657 -0.152
Br -1.86796 -2.70537 -1.02013 -0.136
H -0.34428 1.53299 0.32256 0.315
H -0.06522 0.85826 1.90292 0.428
H 0.93837 -1.31881 -1.46224 0.674
H -1.27989 -1.18148 1.30459 0.553
H -2.15194 -0.04963 -1.27487 0.448
H 2.20007 1.24328 -1.36602 0.360
H 1.03548 -1.00545 0.55017 0.269